Entry from OMol25: a cluster of 13 separate species, C42H115N5O18 in total (wB97M-V/def2-TZVPD).

Calculated values
Kohn-Sham gap (eV): 8.190
E_LUMO (eV): 0.41
Molar mass (g mol⁻¹): 978.40

Each line ends with the Löwdin charge.
CARTESIAN COORDINATES (ANGSTROEM)
C  -1.668  0.099  -4.922  -0.122
O  -0.969  0.961  -5.830  -0.126
H  -2.217  -0.671  -5.464  0.083
H  -0.966  -0.458  -4.302  0.047
H  -2.306  0.715  -4.289  0.064
H  -0.342  0.519  -6.406  0.053
C  -5.745  -3.762  -2.731  -0.194
O  -5.013  -4.910  -2.493  -0.104
H  -5.004  -3.002  -2.978  0.074
H  -6.606  -3.919  -3.381  0.091
H  -6.030  -3.349  -1.763  0.045
H  -5.716  -5.545  -2.335  0.078
C  0.945  -2.665  -3.084  -0.078
O  0.684  -2.254  -1.733  -0.150
H  2.020  -2.801  -3.203  0.075
H  0.372  -3.570  -3.288  0.087
H  0.522  -1.961  -3.802  0.059
H  -0.220  -2.002  -1.534  0.036
C  3.693  -2.369  -0.478  -0.170
O  2.745  -3.393  -0.597  -0.115
H  4.655  -2.834  -0.262  0.079
H  3.856  -1.754  -1.363  0.039
H  3.412  -1.585  0.226  0.076
H  1.900  -2.990  -0.810  0.004
C  2.060  2.376  -6.526  -0.110
O  1.716  0.969  -6.755  -0.137
H  3.005  2.763  -6.907  0.074
H  1.365  3.038  -7.044  0.073
H  2.029  2.556  -5.452  0.070
H  1.629  0.792  -7.695  0.076
C  5.929  0.559  0.739  -0.106
O  6.770  -0.012  1.824  -0.144
H  6.212  1.495  0.258  0.078
H  5.907  -0.205  -0.038  0.048
H  4.901  0.558  1.102  0.071
H  6.218  -0.367  2.524  0.062
C  2.040  5.993  0.216  -0.132
O  0.791  5.449  0.508  -0.231
C  0.786  5.091  1.908  -0.172
C  -0.791  5.010  2.186  -0.169
N  -1.690  6.182  1.925  -0.052
C  -1.172  7.528  2.382  -0.211
C  -0.869  7.543  3.835  -0.214
O  -0.500  8.851  4.281  -0.203
C  -1.351  9.946  4.003  -0.109
H  2.857  5.364  0.569  0.094
H  1.990  7.021  0.574  0.086
H  2.091  6.165  -0.860  0.084
H  1.143  5.901  2.544  0.096
H  1.308  4.148  2.074  0.115
H  -0.953  4.798  3.242  0.101
H  -1.200  4.174  1.618  0.104
H  -1.867  6.352  0.945  0.087
H  -1.983  8.170  2.038  0.110
H  -0.245  7.779  1.866  0.116
H  0.081  7.019  3.943  0.113
H  -1.659  7.213  4.510  0.133
H  -1.738  9.961  2.984  0.070
H  -0.843  10.875  4.261  0.089
H  -2.193  9.838  4.686  0.085
C  4.482  -2.533  -6.330  -0.088
O  4.526  -3.544  -5.285  -0.184
C  5.019  -3.152  -4.010  -0.195
C  6.470  -2.591  -4.132  -0.204
N  6.917  -1.744  -3.023  -0.055
C  8.361  -1.873  -2.836  -0.204
C  8.648  -3.239  -2.237  -0.200
O  7.803  -3.460  -1.083  -0.210
C  8.259  -2.866  0.100  -0.108
H  3.893  -1.660  -6.048  0.076
H  3.992  -3.092  -7.128  0.087
H  5.374  -2.059  -6.740  0.071
H  5.143  -3.973  -3.304  0.130
H  4.320  -2.453  -3.550  0.087
H  6.741  -2.054  -5.042  0.105
H  6.968  -3.556  -4.226  0.103
H  6.545  -2.022  -2.126  0.079
H  8.624  -0.998  -2.241  0.109
H  8.886  -1.722  -3.779  0.119
H  9.699  -3.416  -2.010  0.114
H  8.593  -4.066  -2.945  0.113
H  9.278  -3.210  0.281  0.086
H  7.554  -2.950  0.927  0.094
H  8.422  -1.808  -0.104  0.073
C  2.082  -7.440  6.263  -0.134
O  2.309  -6.081  6.570  -0.195
C  1.277  -5.237  5.927  -0.194
C  1.492  -5.164  4.427  -0.212
N  0.550  -4.302  3.724  -0.058
C  0.759  -4.054  2.316  -0.216
C  0.004  -2.809  1.891  -0.222
O  0.545  -1.791  2.672  -0.158
C  -0.047  -0.583  2.505  -0.131
H  2.559  -7.656  5.307  0.080
H  1.010  -7.627  6.323  0.090
H  2.587  -8.067  6.998  0.083
H  1.500  -4.264  6.365  0.115
H  0.252  -5.377  6.271  0.119
H  1.505  -6.211  4.125  0.103
H  2.492  -4.805  4.182  0.121
H  0.149  -3.523  4.226  0.111
H  0.484  -4.839  1.611  0.118
H  1.826  -4.003  2.096  0.108
H  -1.044  -3.067  2.043  0.125
H  0.204  -2.689  0.826  0.107
H  0.504  0.232  2.974  0.094
H  -1.025  -0.626  2.984  0.082
H  -0.261  -0.270  1.483  0.061
C  -2.710  -1.992  -0.666  -0.024
O  -1.538  -1.110  -0.812  -0.205
C  -1.956  0.230  -1.025  -0.226
C  -0.866  1.042  -1.582  -0.201
N  0.225  1.332  -0.636  -0.032
C  1.200  2.389  -0.864  -0.193
C  2.134  2.023  -1.942  -0.271
O  3.038  1.006  -1.601  -0.158
C  3.879  0.792  -2.713  -0.109
H  -2.951  -2.424  -1.637  0.080
H  -3.652  -1.500  -0.425  0.075
H  -2.561  -2.866  -0.032  0.091
H  -2.270  0.690  -0.088  0.132
H  -2.827  0.344  -1.671  0.102
H  -1.204  2.050  -1.821  0.117
H  -0.471  0.642  -2.516  0.097
H  0.657  0.456  -0.379  0.095
H  1.762  2.701  0.017  0.119
H  0.599  3.242  -1.180  0.093
H  2.581  2.986  -2.189  0.126
H  1.550  1.636  -2.777  0.115
H  4.669  0.116  -2.386  0.069
H  4.303  1.768  -2.948  0.080
H  3.464  0.621  -3.706  0.084
C  -4.607  -1.870  9.757  -0.080
O  -4.385  -1.504  8.359  -0.196
C  -5.634  -1.246  7.676  -0.227
C  -5.631  -1.853  6.285  -0.219
N  -4.654  -1.176  5.426  -0.067
C  -4.464  -1.971  4.215  -0.211
C  -5.520  -1.660  3.140  -0.216
O  -5.225  -2.553  2.086  -0.183
C  -6.309  -2.701  1.133  -0.077
H  -5.391  -2.625  9.813  0.077
H  -4.996  -1.024  10.324  0.083
H  -3.661  -2.274  10.119  0.087
H  -5.916  -0.194  7.640  0.120
H  -6.507  -1.641  8.196  0.107
H  -6.616  -1.705  5.843  0.112
H  -5.371  -2.910  6.343  0.118
H  -3.844  -1.004  6.004  0.102
H  -4.288  -3.002  4.523  0.116
H  -3.471  -1.696  3.860  0.105
H  -5.565  -0.595  2.911  0.123
H  -6.447  -1.884  3.668  0.105
H  -6.410  -1.764  0.586  0.061
H  -7.263  -3.044  1.532  0.089
H  -6.046  -3.367  0.310  0.063
C  -5.477  1.603  -2.535  -0.041
C  -5.696  0.871  -1.249  -0.606
C  -6.768  1.413  -0.415  -0.057
O  -5.973  -0.420  -1.519  -0.027
H  -4.679  1.107  -3.087  0.071
H  -5.264  2.659  -2.372  0.090
H  -6.374  1.461  -3.138  0.090
H  -4.756  1.002  -0.713  0.129
H  -7.790  1.229  -0.748  0.089
H  -6.761  2.489  -0.238  0.091
H  -6.842  0.904  0.546  0.078
H  -6.716  -0.304  -2.115  0.101
C  -2.664  4.311  -4.146  -0.052
C  -1.237  4.777  -4.562  -0.409
C  -0.219  4.362  -3.495  -0.079
O  -0.744  4.028  -5.688  -0.073
H  -2.923  3.255  -4.222  0.062
H  -3.455  4.849  -4.668  0.072
H  -2.735  4.588  -3.094  0.066
H  -1.335  5.862  -4.529  0.138
H  0.748  4.839  -3.654  0.092
H  -0.143  3.289  -3.318  0.054
H  -0.612  4.637  -2.516  0.068
H  -0.421  3.177  -5.381  0.031

---

Entry from OMol25: a structure of composition C37H42F3N3SW (wB97M-V/def2-TZVPD).

Calculated values
Kohn-Sham gap (spin up / spin down) (eV): 6.466 / 5.394
Spin multiplicity: 3
E_LUMO (spin up / spin down) (eV): -7.41 / -8.63
Net charge: +2
<S²>: 2.025
Molar mass (g mol⁻¹): 801.67

Each line ends with the Löwdin charge.
CARTESIAN COORDINATES (ANGSTROEM)
W  -0.463  -0.349  0.861  1.480
C  -1.431  1.670  -4.467  -0.033
C  -1.666  2.231  -3.059  -0.372
C  -1.949  3.732  -3.102  -0.048
C  -2.781  1.449  -2.397  -0.110
C  -4.064  1.540  -2.929  0.000
C  -5.087  0.720  -2.496  -0.010
C  -4.841  -0.255  -1.535  0.000
C  -3.595  -0.376  -0.955  -0.139
C  -3.358  -1.472  0.061  -0.342
C  -2.191  -2.382  -0.323  -0.046
C  -3.293  -0.954  1.496  -0.055
C  -2.581  0.524  -1.351  -0.142
N  -1.336  0.485  -0.696  -0.100
C  -0.769  1.645  -0.149  -0.167
C  0.581  2.097  -0.442  -0.175
C  0.852  3.430  -0.782  -0.009
C  2.096  3.748  -1.278  -0.017
C  3.082  2.755  -1.424  -0.009
C  2.862  1.459  -1.016  -0.001
C  1.618  1.147  -0.460  -0.226
N  1.297  -0.077  0.114  -0.079
C  2.236  -1.189  -0.018  -0.177
C  3.252  -1.375  0.936  -0.121
C  4.093  -2.467  0.724  -0.018
C  3.954  -3.315  -0.359  -0.022
C  2.963  -3.078  -1.293  -0.010
C  2.087  -2.007  -1.151  -0.140
C  1.089  -1.745  -2.266  -0.379
C  1.787  -1.083  -3.459  -0.031
C  0.383  -3.025  -2.718  -0.062
C  3.602  -0.567  2.193  -0.342
C  3.164  -1.307  3.460  -0.049
C  3.217  0.905  2.288  -0.051
H  -0.597  2.188  -4.942  0.092
H  -2.312  1.805  -5.095  0.089
H  -1.199  0.604  -4.438  0.078
H  -0.738  2.078  -2.512  0.100
H  -2.771  3.966  -3.778  0.086
H  -1.073  4.268  -3.469  0.089
H  -2.208  4.130  -2.120  0.081
H  -4.254  2.249  -3.723  0.127
H  -6.073  0.809  -2.931  0.126
H  -5.636  -0.927  -1.235  0.129
H  -4.237  -2.119  0.013  0.151
H  -2.166  -2.578  -1.393  0.104
H  -2.188  -3.315  0.240  0.111
H  -1.145  -2.000  -0.131  -0.002
H  -2.535  -0.147  1.638  0.037
H  -3.089  -1.743  2.218  0.078
H  -4.212  -0.436  1.769  0.115
H  -1.499  2.422  0.077  0.149
H  0.069  4.176  -0.728  0.126
H  2.310  4.762  -1.587  0.125
H  4.041  3.024  -1.846  0.128
H  3.639  0.710  -1.075  0.138
H  4.894  -2.640  1.432  0.130
H  4.629  -4.149  -0.483  0.123
H  2.876  -3.726  -2.153  0.122
H  0.324  -1.044  -1.914  0.091
H  2.575  -1.729  -3.847  0.095
H  2.240  -0.130  -3.188  0.069
H  1.076  -0.904  -4.267  0.082
H  1.060  -3.679  -3.268  0.085
H  -0.439  -2.783  -3.394  0.088
H  -0.006  -3.602  -1.879  0.078
H  4.696  -0.580  2.194  0.140
H  2.080  -1.293  3.573  0.021
H  3.601  -0.831  4.337  0.094
H  3.476  -2.350  3.452  0.091
H  2.140  1.058  2.352  0.044
H  3.603  1.500  1.463  0.074
H  3.650  1.311  3.202  0.096
F  -1.132  -1.537  7.009  0.179
C  -0.922  -1.824  5.727  -0.607
F  -1.979  -2.509  5.268  0.155
F  0.155  -2.613  5.637  0.159
C  -0.722  -0.562  4.916  -0.076
C  -0.792  0.696  5.487  0.074
C  -0.625  1.845  4.709  0.011
C  -0.416  1.707  3.359  -0.071
N  -0.321  0.479  2.812  -0.142
C  -0.437  -0.636  3.556  -0.632
S  -0.255  -2.075  2.562  0.764
H  -0.985  0.786  6.548  0.146
H  -0.673  2.830  5.149  0.130
H  -0.307  2.548  2.687  0.128

---

Entry from OMol25: the molecule C24H35N5O6S (wB97M-V/def2-TZVPD).

Calculated values
Kohn-Sham gap (eV): 8.936
E_LUMO (eV): 0.57
Molar mass (g mol⁻¹): 521.64

Each line ends with the Löwdin charge.
CARTESIAN COORDINATES (ANGSTROEM)
C  0.207  -5.411  0.504  -0.102
C  -0.336  -4.002  0.302  -0.258
C  0.728  -3.013  -0.172  -0.176
C  1.823  -2.783  0.871  -0.122
N  2.665  -1.647  0.519  0.070
C  2.373  -0.375  0.939  -0.207
C  3.188  0.681  0.586  -0.109
C  4.398  0.471  -0.165  -0.415
O  5.226  1.300  -0.478  0.075
N  4.569  -0.861  -0.553  0.220
C  3.756  -1.927  -0.288  -0.471
O  3.984  -3.036  -0.712  0.091
H  5.398  -1.064  -1.101  0.170
N  2.850  2.019  0.934  0.003
C  1.857  2.686  0.296  -0.400
O  1.536  3.828  0.544  0.097
C  1.104  1.807  -0.671  -0.049
C  -0.108  1.282  -0.274  -0.014
C  -0.740  0.327  -1.050  -0.277
C  -0.209  -0.050  -2.266  -0.044
C  0.965  0.530  -2.717  0.020
C  1.652  1.441  -1.914  -0.213
O  2.838  1.997  -2.212  -0.051
C  3.518  1.607  -3.384  -0.058
H  4.485  2.103  -3.327  0.101
H  2.986  1.935  -4.282  0.100
H  3.667  0.524  -3.418  0.097
H  1.361  0.238  -3.676  0.111
H  -0.709  -0.814  -2.841  0.121
S  -2.061  -0.590  -0.262  0.668
O  -2.427  -1.683  -1.112  -0.268
O  -1.570  -0.895  1.062  -0.303
N  -3.367  0.409  -0.113  -0.232
C  -3.441  1.289  1.028  -0.202
C  -4.773  1.179  1.790  -0.166
C  -5.961  0.763  0.923  -0.203
C  -6.096  1.548  -0.384  -0.198
H  -7.151  1.595  -0.663  0.108
C  -5.339  0.885  -1.534  -0.174
C  -3.821  0.945  -1.377  -0.208
H  -3.357  0.341  -2.159  0.112
H  -3.474  1.984  -1.487  0.133
H  -5.641  -0.161  -1.601  0.118
H  -5.596  1.374  -2.476  0.114
H  -5.747  2.572  -0.246  0.115
H  -5.870  -0.298  0.685  0.111
H  -6.866  0.891  1.521  0.108
H  -4.668  0.443  2.588  0.111
H  -4.976  2.147  2.253  0.112
H  -2.631  1.005  1.702  0.103
H  -3.277  2.325  0.700  0.127
H  -0.543  1.576  0.668  0.124
C  3.730  2.723  1.853  -0.171
C  3.605  2.173  3.269  -0.065
H  3.837  1.110  3.290  0.070
H  4.300  2.691  3.924  0.074
H  2.597  2.320  3.651  0.073
H  3.439  3.774  1.822  0.122
H  4.757  2.624  1.491  0.118
N  1.313  -0.211  1.777  0.207
H  1.170  0.744  2.069  0.106
H  0.456  -0.732  1.630  0.075
H  1.396  -2.613  1.860  0.130
H  2.481  -3.653  0.907  0.126
H  1.191  -3.377  -1.091  0.124
H  0.234  -2.065  -0.396  0.070
H  -1.131  -4.016  -0.444  0.102
H  -0.775  -3.631  1.230  0.105
H  0.704  -5.759  -0.398  0.077
H  0.920  -5.444  1.324  0.067
H  -0.605  -6.096  0.734  0.070

---

Entry from OMol25: a structure of composition H18NaO9 (wB97M-V/def2-TZVPD).

Calculated values
Kohn-Sham gap (eV): 9.981
E_LUMO (eV): -3.54
Net charge: +1
Molar mass (g mol⁻¹): 185.13

Each line ends with the Löwdin charge.
CARTESIAN COORDINATES (ANGSTROEM)
Na  0.022  -0.010  0.162  0.314
O  -0.303  2.034  -1.229  -0.009
H  0.434  2.230  -1.812  0.058
H  -0.163  2.559  -0.476  0.008
O  1.515  -1.381  1.567  -0.002
H  2.389  -1.016  1.734  0.074
H  1.229  -1.790  2.371  0.061
O  -1.727  1.619  1.396  -0.009
H  -2.414  1.016  1.639  0.028
H  -1.620  2.039  2.253  0.063
O  0.125  -1.980  -0.965  -0.026
H  0.314  -2.651  -0.315  0.064
H  -0.790  -2.116  -1.141  0.042
O  -2.077  -0.214  -1.392  -0.010
H  -2.415  -0.660  -2.143  0.049
H  -2.810  -0.239  -0.754  0.068
O  -1.651  -1.306  1.644  -0.029
H  -1.192  -2.146  1.432  0.062
H  -2.403  -1.637  2.144  0.073
O  0.660  -0.401  -3.306  -0.019
H  0.928  0.350  -2.821  -0.036
H  0.450  -0.968  -2.554  -0.008
O  2.184  0.369  -1.076  -0.019
H  2.657  0.692  -1.829  0.065
H  2.476  0.710  -0.229  0.033
O  1.435  1.569  1.523  0.003
H  1.614  0.979  2.251  0.051
H  1.129  2.356  1.925  0.052